#P
{"formula": "CH4O2PS", "method": "the ωB97M-V functional and the def2-TZVPD basis", "elements": ["C", "O", "O", "P", "S", "H", "H", "H", "H"], "xyz": [[1.85, -0.84, -0.01], [-2.84, -0.67, 0.18], [-1.10, 0.77, -0.97], [-1.70, 0.27, 0.46], [-1.81, 1.95, 1.48], [1.29, -1.05, -0.99], [2.15, 0.14, -0.05], [2.40, -1.58, 0.50], [-0.23, 1.02, -0.60]], "lowdin_charge": [0.0472, -0.5091, -0.3731, 0.0040, -0.0297, 0.0109, -0.0722, -0.0521, -0.0260], "total_charge": -1, "multiplicity": 1, "homo_lumo_gap_ev": [7.688, 5.634], "homo_energy_ha": [-0.153, -0.099]}

***

#Q
{"formula": "CH4O2PS", "method": "the ωB97M-V functional and the def2-TZVPD basis", "elements": ["C", "O", "O", "P", "S", "H", "H", "H", "H"], "xyz": [[-2.67, -0.19, 0.41], [2.99, -1.28, -0.81], [0.90, 0.01, -0.02], [2.41, 0.05, -0.81], [3.45, 1.47, 0.33], [-2.66, -0.45, -0.64], [-2.81, -1.05, 0.97], [-1.95, 0.64, 0.66], [0.34, 0.80, -0.10]], "lowdin_charge": [0.0787, -0.5175, -0.4124, 0.1049, -0.1761, -0.0242, -0.0568, 0.0021, 0.0013], "total_charge": -1, "multiplicity": 1, "homo_lumo_gap_ev": [6.945, 5.469], "homo_energy_ha": [-0.137, -0.117]}

***

Energy above the most stable structure, in eV: #P 0.000; #Q 0.143